(A)
Entry from the OMol25 dataset: a molecular structure, C40H110N10O10 (the ωB97M-V functional and the def2-TZVPD basis).

```
170
C40H110N10O10, DFT the ωB97M-V functional and the def2-TZVPD basis
C 5.892 -4.359 -2.942
N 2.952 5.903 -5.260
H -2.939 2.352 4.039
H 0.603 -0.582 -3.737
H -1.694 -0.823 1.299
O -0.993 2.162 3.505
N -1.573 0.647 6.074
H 0.200 -0.079 0.642
H -4.858 3.800 0.427
O 0.077 0.369 -1.891
H -4.287 -3.367 5.196
H -2.302 -0.890 2.970
C -3.282 0.310 -0.614
C 5.557 -4.371 -0.105
H 3.194 1.024 -1.997
H -5.652 -0.825 0.773
C -1.673 -1.913 1.319
H -5.519 3.984 2.788
C -5.318 0.210 0.842
H 2.675 6.854 -5.455
C -1.449 1.428 0.826
H 4.293 1.016 -5.341
H 2.919 1.881 -3.306
C 4.643 0.193 -4.719
H 5.855 -2.182 -4.722
H -2.244 -0.002 6.459
H 2.144 -2.650 -0.618
H 7.501 -1.491 -4.670
H 5.787 -4.979 -2.052
H 0.591 3.680 3.360
H 1.245 -3.155 -4.585
C -2.848 4.223 0.690
C -0.436 3.416 3.109
H 6.136 -4.303 0.816
C 3.735 6.799 -3.294
H 1.764 -1.375 -1.556
H 1.750 -0.370 -0.200
H 0.346 4.246 -0.663
O -0.288 -2.622 -0.203
H 6.290 -5.130 -3.601
H -4.446 2.670 2.333
H -5.744 -0.833 3.673
H 2.211 5.437 -5.764
H -0.672 -3.793 -1.961
H -2.986 -2.446 6.009
N 1.317 -2.663 1.167
H -4.063 2.996 5.156
H 0.754 1.172 2.332
H 0.440 -2.552 0.679
N 1.743 -3.729 -3.919
C -3.180 3.268 4.578
H 1.577 4.084 -3.852
H 0.509 -1.828 -2.671
N -0.320 -5.119 0.967
H -2.213 0.193 -0.436
C -0.251 1.091 3.979
H -3.829 -0.905 2.660
H 0.470 2.406 -1.167
H 1.195 -2.994 -1.482
H -3.141 -0.776 4.541
H 3.454 -4.147 1.115
H -0.936 4.235 3.625
H 4.128 -2.635 1.685
N -4.641 5.786 0.951
H 4.141 6.781 -2.283
H 0.052 -0.633 -0.288
H 5.162 -5.381 0.010
H -5.813 0.741 0.028
C 3.727 -3.138 0.805
C 2.473 -2.768 -3.166
H 2.768 -1.943 -3.814
C -3.808 -1.989 2.766
N 0.793 1.691 1.466
H -4.334 6.311 1.757
O -2.983 -2.302 3.909
H -0.648 3.673 2.071
H 0.590 3.049 -1.857
O -3.913 0.149 0.688
C -0.221 -3.864 -0.971
H -1.106 -2.210 2.201
H -1.102 -2.242 0.451
H 6.816 -1.658 -6.088
H -4.356 -1.585 5.256
C 4.748 -0.425 -2.250
H -0.695 -0.820 4.770
H 1.605 1.266 -0.886
C 2.502 -2.368 0.372
C -3.125 -2.440 1.461
H 0.852 -4.051 -1.008
H -2.627 4.672 -0.278
H 3.526 -0.554 -0.350
H 2.355 -4.199 -4.571
H 3.034 7.633 -3.250
H -7.573 0.666 3.016
C 4.374 0.554 -3.272
C 1.416 -2.193 -2.187
H 4.631 -1.451 -2.600
H 4.554 7.069 -3.960
C 3.718 -3.295 -2.502
H -0.453 4.480 -2.174
C 3.070 5.555 -3.912
H -2.936 0.639 3.700
H 1.252 -1.979 1.907
H -3.136 -3.526 1.551
C -4.250 4.392 1.111
C -2.415 -0.301 3.880
H -5.345 1.846 2.189
C -3.698 -2.450 5.183
H -3.976 6.175 0.298
H -7.701 0.295 1.527
H -4.752 -2.536 0.239
H 3.620 4.618 -3.993
H -0.612 -5.780 -0.956
C -1.197 0.146 4.706
H 0.615 -5.467 0.807
N -7.266 0.995 2.111
H -3.938 -1.234 -0.138
C -0.013 0.980 0.498
H -0.358 -4.174 1.319
H -2.528 3.183 0.628
H -0.064 -1.281 -1.949
H -3.327 1.362 -0.894
O 6.001 -0.019 -5.144
H 3.939 -0.595 -4.987
H -4.839 -2.319 2.895
H -2.373 3.621 5.221
H -2.113 4.695 1.343
C 0.158 -1.522 -0.909
O 1.692 4.766 -1.966
H 2.804 -0.379 1.235
H 0.604 1.305 4.620
C 0.999 -0.121 -2.832
O -3.526 4.224 3.516
C -0.931 -4.964 -0.309
C 1.686 5.069 -3.397
C 6.499 -1.380 -5.083
H 1.771 0.625 -3.019
N 3.001 0.927 -2.984
H -2.061 1.223 -0.052
H 1.491 -0.989 -2.393
H -2.841 -5.738 0.473
C 0.481 4.127 -1.738
C 0.519 1.340 -0.943
C 2.646 -0.803 0.243
H -1.995 1.544 5.885
H 0.856 5.661 -3.783
H -1.442 2.504 1.004
H 6.340 -3.402 -2.673
C -2.420 -4.828 0.044
H 0.107 0.604 3.071
C -5.829 0.870 2.141
C -4.486 3.739 2.540
H 5.816 -0.306 -2.066
H -1.830 0.915 1.710
H -2.667 -3.946 0.635
O 4.652 -3.884 -3.429
H 4.353 -0.295 -1.243
H -3.039 -4.606 -0.825
H 1.246 -1.592 -0.910
H -4.323 0.206 3.473
H 6.205 -4.432 -0.979
C -5.413 0.187 3.477
H 1.708 1.437 1.124
O 4.608 -3.318 -0.225
H -5.506 0.834 4.349
H -3.664 -0.374 -1.372
H 4.174 -2.490 -1.927
H 4.962 1.465 -3.163
H 3.496 -4.053 -1.751
N -3.810 -2.171 0.218
```

Summary:
HOMO ... -0.2599 Ha
Orbital gap ... 7.510 eV
Molar mass ... 891.380 g mol⁻¹

(B)
Entry from the OMol25 dataset: 10 unconnected molecules or ions with the total composition C40H110N10O10 (the ωB97M-V functional and the def2-TZVPD basis).

```
170
C40H110N10O10, DFT the ωB97M-V functional and the def2-TZVPD basis
H 3.872 25.108 18.256
H 0.916 27.268 22.810
C 8.976 36.856 20.997
N 6.544 30.649 18.387
C 5.653 28.251 21.706
C 2.840 27.188 22.201
H 11.985 26.082 17.039
H 10.106 25.202 18.710
H 11.270 24.702 16.108
H 6.072 30.623 27.304
H 8.507 35.869 20.984
H 7.699 31.703 13.673
C 8.084 26.966 18.997
C 4.947 27.374 17.643
H 7.840 40.011 15.432
H 5.955 28.351 24.613
H 1.096 26.429 21.477
H 3.161 30.733 19.039
H 9.906 36.846 20.420
H 7.428 39.333 17.970
H 3.164 28.268 20.446
H 6.718 29.383 23.379
H 2.280 24.577 14.972
H 0.555 26.446 17.410
H 7.377 25.752 17.417
C 8.425 39.764 17.863
H 5.678 32.096 24.692
H 7.133 28.781 16.127
H 10.503 40.021 15.502
H 6.884 37.951 13.478
H 4.346 25.895 23.079
C 8.307 39.012 15.488
H 6.755 27.097 13.674
H 5.889 31.120 20.940
H 12.466 36.436 16.098
N 5.702 30.095 26.520
H 4.832 28.431 17.873
H 5.184 26.888 18.598
H 13.512 35.654 14.891
O 7.495 30.614 15.462
H 11.315 34.841 12.742
H 0.824 32.925 21.734
H 2.829 31.950 21.162
C 7.164 29.263 15.139
C 11.575 36.409 14.202
H 3.307 26.487 20.277
C 6.687 31.705 24.909
H 4.279 25.100 16.584
H 7.523 29.838 25.669
O 7.306 34.196 18.955
H 12.399 37.244 24.802
H 7.084 32.298 25.750
H 1.703 33.606 18.846
O 4.976 27.248 20.962
H 11.536 35.042 17.592
C 12.476 35.769 15.228
H 11.338 37.025 26.232
C 2.114 32.160 20.361
H 4.283 35.376 21.247
C 6.641 31.825 20.591
H 11.574 33.301 17.183
C 11.216 25.773 16.327
O 7.243 38.071 15.514
H 5.428 28.136 22.773
H 11.091 38.876 16.343
H 9.350 37.983 17.056
C 8.090 25.639 18.245
C 9.464 25.228 17.815
H 11.330 26.320 15.393
H 9.541 28.349 15.598
H 8.309 37.606 20.570
C 11.522 36.735 25.196
H 6.721 28.159 21.548
C 2.102 25.103 17.063
H 9.943 38.035 24.669
H 8.251 33.150 22.453
H 5.710 27.144 16.896
C 10.275 37.027 24.378
C 7.853 33.143 23.471
C 6.557 31.952 19.065
H 8.876 38.857 14.560
O 9.933 26.107 16.830
H 9.447 24.181 17.462
C 6.569 30.259 25.341
O 2.626 34.561 20.379
N 1.211 25.888 17.938
H 4.289 33.614 21.223
H 6.330 32.790 20.998
H 7.559 36.209 18.538
H 11.162 37.658 22.493
C 7.824 27.206 13.872
H 7.635 31.556 20.951
H 6.766 24.873 19.712
H 1.758 30.060 19.964
N 7.558 24.633 19.144
H 12.818 38.055 13.837
H 5.559 32.391 18.950
C 2.488 33.400 19.569
C 7.752 35.220 18.121
H 6.737 30.772 17.393
C 3.593 27.357 20.883
H 7.219 35.247 17.156
C 2.176 30.932 19.460
H 8.921 36.274 25.708
H 3.248 34.482 22.360
H 1.472 31.063 18.624
N 10.461 39.670 16.456
C 3.261 25.923 22.959
H 8.635 33.505 24.138
H 8.828 26.985 19.801
H 6.079 39.297 14.321
H 7.619 23.666 18.880
H 9.773 29.738 14.810
C 6.394 38.248 14.413
N 9.551 28.758 14.663
H 8.234 27.817 18.334
N 0.779 32.261 20.968
H 2.026 24.064 17.393
H 5.264 29.231 21.416
C 6.032 29.369 24.221
C 10.413 36.957 22.879
H 10.676 35.924 22.616
H 0.659 24.806 15.505
C 3.646 34.492 21.340
C 1.669 25.216 15.616
H 6.866 32.491 15.045
H 1.682 26.232 15.226
H 3.119 28.021 22.861
H 4.989 29.620 24.006
H 8.827 35.135 17.907
N 1.411 27.291 21.922
C 8.166 28.647 14.175
H 6.984 33.809 23.421
O 9.150 37.313 22.330
H 8.587 32.610 19.007
N 11.897 37.860 14.220
H 2.845 25.903 23.968
H 3.460 33.223 19.083
C 12.041 34.264 17.001
C 7.017 31.550 14.513
H 8.111 29.266 13.270
C 3.541 25.529 17.280
H 1.750 26.524 18.509
H 6.039 31.258 14.116
H 12.840 35.680 12.624
C 11.777 35.839 12.802
O 7.518 31.803 23.786
O 3.649 26.922 17.316
H 9.000 39.776 18.785
H 8.301 40.790 17.505
H 7.335 30.080 18.685
H 0.132 32.669 20.300
H 4.789 30.503 26.333
H 5.495 37.662 14.592
H 7.144 27.059 19.546
C 9.159 39.017 16.751
H 11.675 35.653 25.251
H 13.085 34.262 17.341
H 7.710 32.864 17.442
O 11.947 34.509 15.617
N 9.177 36.082 24.742
H 2.925 25.040 22.410
H 8.379 26.820 13.017
C 7.630 32.867 18.533
H 8.099 26.569 14.718
H 11.269 36.379 12.006
H 10.526 36.352 14.494
H 8.382 36.418 24.202
H 6.116 29.158 14.824
H 11.291 38.423 13.634
```

Summary:
HOMO ... -0.3216 Ha
Orbital gap ... 9.206 eV
Molar mass ... 891.380 g mol⁻¹
Structure (SMILES) ... COC[C@H](C)N.COC[C@H](C)N.COC[C@H](C)N.COC[C@H](C)N.COC[C@H](C)N.COC[C@H](C)N.COC[C@H](C)N.COC[C@H](C)N.COC[C@H](C)N.COC[C@H](C)N

Calculated relative energies: (A) 1.7307; (B) 0.0000, given in hartree

(A)
Entry from the OMol25 dataset: 2 unconnected molecules or ions with the total composition CH2BF3 (the ωB97M-V functional and the def2-TZVPD basis).

```
7
CH2BF3, DFT the ωB97M-V functional and the def2-TZVPD basis
F -3.278 -1.115 0.468
F -3.435 1.076 0.707
B -0.075 -0.104 -0.097
H 0.315 0.914 -0.221
H 0.305 -1.280 0.063
C -2.825 0.045 0.066
F -3.237 0.207 -1.213
```

Summary:
HOMO (alpha / beta) ... -0.3326 / -0.3322 Ha
Orbital gap (alpha / beta) ... 7.787 / 7.772 eV
Molar mass ... 81.833 g mol⁻¹

(B)
Entry from the OMol25 dataset: 2 unconnected molecules or ions with the total composition CH2BF3 (the ωB97M-V functional and the def2-TZVPD basis).

```
7
CH2BF3, DFT the ωB97M-V functional and the def2-TZVPD basis
C -1.412 -3.194 -0.343
F -2.185 -3.771 -1.252
F -0.553 -4.034 0.262
F -2.176 -2.532 0.628
H -1.171 -0.162 0.204
H 0.527 -0.440 1.373
B -0.132 0.000 0.482
```

Summary:
HOMO (alpha / beta) ... -0.3917 / -0.2916 Ha
Orbital gap (alpha / beta) ... 10.768 / 6.559 eV
Molar mass ... 81.833 g mol⁻¹

Calculated relative energies: (A) 0.0000; (B) 0.0409, given in hartree

(A)
Entry from the OMol25 dataset: CH2BF3 in the gas phase (the ωB97M-V functional and the def2-TZVPD basis).

```
7
CH2BF3, DFT the ωB97M-V functional and the def2-TZVPD basis
F -2.153 1.000 -1.150
F -0.592 2.299 -1.417
C -1.023 1.421 -0.547
H -0.091 -0.407 1.032
H 0.279 -0.515 -1.071
F -1.589 2.120 0.605
B -0.166 0.123 -0.130
```

Summary:
HOMO ... -0.4707 Ha
Orbital gap ... 11.709 eV
Molar mass ... 81.833 g mol⁻¹
Structure (SMILES) ... BC(F)(F)F

(B)
Entry from the OMol25 dataset: CH2BF3 in the gas phase (the ωB97M-V functional and the def2-TZVPD basis).

```
7
CH2BF3, DFT the ωB97M-V functional and the def2-TZVPD basis
C 0.089 -0.384 -0.552
F -1.068 -0.822 -1.039
F -0.107 1.147 -0.876
F 1.068 -0.762 -1.392
H -0.794 -0.272 1.633
H 0.718 0.996 1.260
B 0.095 0.096 0.965
```

Summary:
HOMO ... -0.4645 Ha
Orbital gap ... 11.998 eV
Molar mass ... 81.833 g mol⁻¹
Structure (SMILES) ... BC(F)(F)F

Calculated relative energies: (A) 0.0000; (B) 0.0122, given in hartree